Record 1
{
  "formula": "CH3F2PS",
  "method": "wB97M-V/def2-TZVPD",
  "spin_multiplicity": 1,
  "e_above_lowest_kcal_mol": 58.2,
  "homo_energy_ev": [-9.38, -8.18],
  "e_lumo_ev": [-0.7, -2.0],
  "gap_ev": [8.7, 6.2],
  "total_charge": 0,
  "species": ["C", "F", "F", "P", "S", "H", "H", "H"],
  "xyz": [[-0.085562, 0.278327, -0.066689], [4.338919, -1.333564, -0.513283], [5.072763, 0.226550, 1.078931], [4.512988, 0.266238, -0.433854], [0.814056, 1.820265, -0.251930], [-0.232523, -0.167565, -1.045454], [-1.049732, 0.486020, 0.394784], [0.487105, -0.395938, 0.566646]],
  "forces_ev_per_a": [[-0.30, 0.59, 0.26], [-0.10, 0.54, -0.36], [-0.17, 0.42, -0.57], [0.25, -0.96, 0.95], [0.13, -0.09, -0.08], [0.09, -0.17, -0.10], [0.01, -0.23, -0.03], [0.09, -0.12, -0.07]]
}



Record 2
{
  "formula": "C3H6ClNOS",
  "method": "wB97M-V/def2-TZVPD",
  "spin_multiplicity": 1,
  "e_above_lowest_kcal_mol": 140.3,
  "homo_energy_ev": [-7.36, -7.00],
  "e_lumo_ev": [-2.6, -3.2],
  "gap_ev": [4.8, 3.8],
  "total_charge": 0,
  "species": ["C", "C", "C", "N", "O", "S", "Cl", "H", "H", "H", "H", "H", "H"],
  "xyz": [[0.690236, 0.573717, -0.548280], [-0.726863, 1.061596, -0.054273], [1.582601, 0.056950, 0.419861], [-1.440099, -1.108314, 1.267972], [-1.434144, -1.345942, -1.239246], [-1.914537, -0.454055, -0.139023], [2.990765, -0.562882, 0.011801], [0.421795, -0.326711, -1.324850], [1.271114, 1.178205, -1.229064], [-0.638642, 1.411947, 1.060908], [-1.097290, 1.852674, -0.587039], [1.200718, -0.419047, 1.291673], [-0.905653, -1.918137, 1.069563]],
  "forces_ev_per_a": [[-1.68, -0.24, -1.19], [2.45, -1.48, 2.88], [-2.85, -1.20, -0.05], [-1.19, 1.88, -0.30], [0.40, 1.03, -0.75], [1.25, -1.10, 2.22], [2.93, -0.41, -0.68], [0.13, 0.62, 1.40], [-0.11, 0.71, -0.46], [-0.47, -0.95, -2.05], [-0.84, 1.93, -1.73], [-0.52, 0.42, 1.15], [0.48, -1.21, -0.46]]
}



Record 3
{
  "formula": "C43H66AsB2N6O2S3Ti",
  "method": "wB97M-V/def2-TZVPD",
  "spin_multiplicity": 2,
  "e_above_lowest_kcal_mol": 2.2,
  "homo_energy_ev": [-12.40, -12.62],
  "s2": 0.76,
  "e_lumo_ev": [-5.6, -5.7],
  "gap_ev": [6.8, 7.0],
  "total_charge": 2,
  "species": ["Ti", "C", "C", "C", "C", "N", "N", "B", "N", "N", "C", "C", "C", "C", "C", "S", "C", "C", "C", "C", "N", "N", "C", "C", "C", "C", "C", "S", "C", "C", "C", "C", "C", "S", "C", "C", "C", "C", "H", "H", "H", "H", "H", "H", "H", "H", "H", "H", "H", "H", "H", "H", "H", "H", "H", "H", "H", "H", "H", "H", "H", "H", "H", "H", "H", "H", "H", "H", "H", "H", "H", "H", "H", "H", "H", "H", "H", "C", "C", "C", "C", "C", "C", "C", "C", "O", "B", "O", "C", "C", "H", "H", "H", "H", "H", "H", "H", "H", "H", "H", "H", "H", "C", "C", "As", "C", "C", "C", "C", "H", "H", "H", "H", "H", "H", "H", "H", "H", "H", "H", "H", "H", "H", "H"],
  "xyz": [[-0.583014, -0.892503, 0.387953], [-3.894576, 2.192105, -2.632453], [-2.824916, 2.671155, -1.702478], [-2.653134, 3.983238, -1.386562], [-1.634354, 4.397335, -0.490377], [-0.829736, 3.527064, 0.059966], [-1.016867, 2.231414, -0.241061], [-0.000603, 1.221270, 0.337252], [0.574424, 1.727016, 1.684399], [1.571277, 2.635251, 1.615595], [2.040488, 3.099884, 2.740386], [1.476519, 2.700893, 3.983640], [0.494778, 1.763464, 4.047453], [-0.105897, 1.290421, 5.332431], [0.072312, 1.212819, 2.802788], [-1.031825, -0.117718, 2.658760], [3.207677, 4.071404, 2.687777], [3.696360, 4.262924, 1.254488], [4.352765, 3.510560, 3.542287], [2.752055, 5.421056, 3.259924], [1.213369, 1.092448, -0.699235], [1.130050, 1.839106, -1.778673], [2.118207, 1.810522, -2.661607], [3.254842, 1.026623, -2.431595], [3.332049, 0.213955, -1.324344], [4.521750, -0.644284, -1.026140], [2.220061, 0.248884, -0.472572], [2.046011, -0.784983, 0.974955], [1.937137, 2.734239, -3.854592], [0.514562, 2.580419, -4.404192], [2.144176, 4.169352, -3.344830], [2.948993, 2.420540, -4.955692], [-1.934376, 1.761639, -1.072210], [-2.006349, 0.044883, -1.356595], [-1.461179, 5.865914, -0.143582], [-0.266096, 6.069013, 0.781692], [-2.738288, 6.352697, 0.555304], [-1.245270, 6.656848, -1.442100], [-4.363493, 3.032141, -3.140064], [-4.660648, 1.648879, -2.075422], [-3.492445, 1.506866, -3.378366], [-3.310448, 4.726696, -1.819449], [1.858152, 3.135847, 4.898785], [0.368754, 1.775895, 6.181986], [-0.001277, 0.210016, 5.436065], [-1.174491, 1.511054, 5.354330], [4.054550, 3.324635, 0.824811], [4.524780, 4.972275, 1.257592], [2.910885, 4.650264, 0.605298], [4.679063, 2.533281, 3.179515], [4.080643, 3.411168, 4.593842], [5.205972, 4.188115, 3.493420], [1.930607, 5.842196, 2.678846], [3.582914, 6.127010, 3.232449], [2.429026, 5.335993, 4.299164], [4.074426, 1.050697, -3.136602], [5.281467, -0.529413, -1.795618], [4.239681, -1.695247, -0.975316], [4.961619, -0.365466, -0.066879], [-0.235899, 2.813194, -3.648754], [0.336714, 1.565481, -4.766160], [0.382281, 3.264733, -5.242752], [1.406072, 4.418452, -2.579789], [2.035639, 4.869360, -4.174195], [3.140632, 4.304092, -2.918484], [2.881673, 1.381175, -5.284650], [3.976288, 2.628776, -4.650691], [2.743909, 3.050918, -5.820588], [-0.374249, 5.494600, 1.702869], [-0.192107, 7.127020, 1.036673], [0.667604, 5.761758, 0.306989], [-2.897265, 5.824319, 1.497063], [-3.625340, 6.217168, -0.065835], [-2.655442, 7.417652, 0.775416], [-0.408213, 6.255737, -2.018081], [-1.019146, 7.696317, -1.202662], [-2.131161, 6.656999, -2.078903], [0.590140, -8.655696, 1.019512], [-0.162174, -8.049718, -0.172034], [-1.644911, -7.880900, 0.190211], [-0.061943, -9.005166, -1.360497], [0.444108, -6.680332, -0.486680], [1.191037, -6.439344, -1.644463], [1.778821, -5.206174, -1.932297], [1.575515, -4.211553, -1.011368], [2.067497, -2.897773, -1.012180], [1.581913, -2.379318, 0.156985], [0.746980, -3.230104, 0.860014], [0.823653, -4.428010, 0.119334], [0.264635, -5.637267, 0.432414], [0.159760, -9.622328, 1.285918], [0.532960, -8.011152, 1.898995], [1.642800, -8.810099, 0.777646], [-2.114877, -8.859201, 0.296357], [-2.186350, -7.332800, -0.585434], [-1.781549, -7.359132, 1.140119], [-0.562843, -9.941219, -1.113416], [0.973170, -9.248479, -1.605287], [-0.541963, -8.601134, -2.254477], [1.337504, -7.240952, -2.353021], [2.367361, -5.053628, -2.825839], [-0.293347, -5.774162, 1.349491], [-4.617080, -0.596650, 1.489363], [-4.386007, -1.845062, 0.651875], [-2.596219, -2.570102, 0.815195], [-2.660843, -3.542734, 2.495210], [-3.541773, -4.785889, 2.467785], [-2.592106, -3.958544, -0.548245], [-2.049527, -3.462494, -1.882674], [-5.619793, -0.205366, 1.314572], [-3.901529, 0.191339, 1.247117], [-4.530822, -0.798443, 2.558366], [-4.535466, -1.644768, -0.410258], [-5.067632, -2.650049, 0.932634], [-3.008305, -2.820836, 3.237052], [-1.631521, -3.788232, 2.763412], [-4.571227, -4.561066, 2.186920], [-3.573086, -5.245242, 3.456466], [-3.165056, -5.536135, 1.771508], [-3.613203, -4.332980, -0.636552], [-1.983225, -4.776805, -0.174146], [-2.654779, -2.661122, -2.308042], [-2.012735, -4.271991, -2.612835], [-1.021021, -3.088662, -1.786763]],
  "forces_ev_per_a": [[-0.34, -0.46, 0.26], [0.03, 0.01, 0.03], [-0.02, -0.07, -0.07], [0.01, 0.12, 0.03], [-0.05, 0.06, 0.00], [-0.19, -0.18, -0.11], [0.40, 0.03, 0.21], [0.24, 0.24, -0.11], [0.20, 0.10, -0.45], [-0.20, -0.19, 0.17], [0.04, 0.03, 0.04], [0.11, 0.12, 0.00], [-0.12, -0.14, 0.05], [0.00, 0.03, -0.03], [-0.11, -0.07, 0.14], [0.12, 0.26, 0.09], [-0.07, -0.03, 0.02], [0.04, 0.03, -0.04], [0.07, 0.00, 0.00], [0.00, 0.03, 0.03], [-0.37, 0.26, 0.15], [0.20, 0.10, 0.05], [-0.09, 0.02, 0.06], [0.04, 0.06, -0.20], [-0.05, -0.09, 0.23], [0.00, 0.02, -0.03], [0.26, -0.07, -0.18], [-0.29, -0.03, -0.25], [0.05, -0.06, 0.06], [-0.03, -0.01, -0.06], [-0.01, 0.04, 0.00], [0.01, 0.02, -0.06], [-0.17, -0.14, -0.20], [0.18, 0.15, 0.12], [0.00, -0.07, -0.04], [0.05, 0.00, 0.04], [-0.03, 0.02, 0.03], [0.02, 0.03, -0.03], [-0.02, 0.00, 0.02], [0.01, -0.02, -0.01], [0.03, 0.00, 0.01], [0.03, 0.00, -0.01], [-0.01, 0.00, -0.01], [0.00, 0.01, 0.00], [0.01, -0.01, -0.02], [0.00, -0.02, -0.01], [-0.01, 0.00, 0.01], [-0.01, -0.01, -0.02], [-0.02, 0.01, 0.02], [-0.01, 0.01, -0.01], [-0.02, 0.00, -0.01], [-0.01, -0.01, 0.00], [0.00, -0.01, -0.02], [0.00, -0.01, 0.01], [0.00, 0.00, -0.01], [0.00, -0.02, 0.02], [-0.01, 0.02, -0.01], [0.01, -0.01, 0.00], [-0.02, -0.01, 0.01], [0.02, 0.01, 0.01], [0.01, 0.00, 0.01], [-0.01, -0.01, 0.00], [0.01, -0.01, 0.00], [0.00, -0.01, 0.00], [0.00, -0.01, -0.01], [0.00, 0.00, 0.00], [-0.01, 0.00, 0.02], [-0.01, 0.00, 0.01], [-0.02, 0.02, 0.00], [0.01, -0.02, 0.01], [-0.01, -0.01, -0.02], [0.01, -0.01, 0.00], [0.01, 0.00, -0.01], [0.02, -0.01, 0.00], [0.01, 0.00, 0.02], [-0.02, -0.01, 0.01], [0.01, -0.02, 0.00], [0.01, -0.02, 0.04], [-0.01, 0.07, -0.05], [-0.07, 0.00, 0.01], [0.01, -0.04, -0.05], [0.03, -0.01, 0.05], [0.00, 0.04, 0.00], [-0.03, -0.10, 0.00], [0.17, 0.10, -0.20], [-0.21, -0.04, 0.13], [0.65, 0.02, 0.01], [0.21, 0.11, -0.11], [-0.25, 0.06, 0.23], [-0.02, -0.10, -0.07], [-0.01, 0.01, -0.02], [0.01, -0.01, 0.00], [0.00, 0.01, 0.01], [0.02, 0.00, 0.01], [0.02, -0.03, -0.01], [0.03, 0.01, -0.02], [0.02, 0.00, 0.01], [0.00, 0.01, 0.01], [-0.02, 0.01, 0.02], [0.00, 0.01, 0.00], [0.00, 0.01, 0.01], [0.01, 0.02, 0.00], [-0.05, 0.08, 0.05], [-0.11, -0.05, -0.02], [-0.17, 0.02, -0.05], [0.03, -0.06, 0.11], [-0.02, -0.06, 0.07], [-0.11, -0.08, -0.02], [0.04, -0.02, -0.04], [0.00, -0.01, 0.01], [0.02, -0.02, -0.04], [0.02, -0.03, -0.01], [0.00, 0.02, 0.00], [-0.06, 0.04, -0.03], [0.00, -0.01, 0.03], [0.00, -0.01, 0.01], [0.01, 0.04, 0.00], [0.00, 0.01, -0.01], [0.00, 0.02, -0.01], [0.00, 0.00, -0.07], [0.02, -0.07, 0.01], [-0.01, 0.01, 0.02], [-0.02, 0.01, 0.00], [-0.01, 0.01, 0.02]]
}



Record 4
{
  "formula": "C28H43Cl2N2PTl",
  "method": "wB97M-V/def2-TZVPD",
  "spin_multiplicity": 1,
  "e_above_lowest_kcal_mol": 0.0,
  "homo_energy_ev": -2.03,
  "e_lumo_ev": 2.1,
  "gap_ev": 4.2,
  "total_charge": -1,
  "species": ["P", "C", "C", "C", "C", "C", "C", "C", "C", "C", "C", "C", "C", "C", "C", "C", "C", "C", "C", "H", "H", "H", "H", "H", "H", "H", "H", "H", "H", "H", "H", "H", "H", "H", "H", "H", "H", "H", "H", "H", "H", "H", "H", "H", "H", "H", "H", "H", "H", "H", "H", "H", "Tl", "Cl", "Cl", "C", "H", "C", "C", "C", "C", "C", "C", "H", "H", "H", "H", "H", "N", "C", "C", "N", "C", "H", "H", "H", "H"],
  "xyz": [[-0.230635, 0.733524, -0.462921], [-1.877648, 0.218278, -1.173191], [-2.367848, 1.073653, -2.344978], [-3.811651, 0.690097, -2.691875], [-3.957350, -0.810754, -2.957762], [-3.408102, -1.657304, -1.805877], [-1.956708, -1.279717, -1.482401], [1.186628, 0.107768, -1.478844], [1.085043, 0.502671, -2.947348], [2.400993, 0.141753, -3.650875], [2.751602, -1.339041, -3.471827], [2.762853, -1.765246, -2.000451], [1.443593, -1.395357, -1.308981], [-0.175300, 2.582977, -0.529731], [-1.301682, 3.180108, 0.327341], [-1.288084, 4.706963, 0.205709], [0.069042, 5.306235, 0.586661], [1.219780, 4.641011, -0.172517], [1.187839, 3.113306, -0.067730], [-2.524540, 0.395507, -0.290720], [-1.715219, 0.903551, -3.215226], [-2.317546, 2.145536, -2.104663], [-4.135996, 1.262710, -3.566824], [-4.461281, 0.978272, -1.853299], [-5.008788, -1.055050, -3.143037], [-3.410130, -1.062373, -3.875983], [-4.021230, -1.502360, -0.907081], [-3.465408, -2.719942, -2.063082], [-1.584639, -1.851767, -0.618761], [-1.322590, -1.518559, -2.351869], [2.052822, 0.602693, -1.005551], [3.203411, 0.761677, -3.226576], [0.875187, 1.577762, -3.060888], [0.249232, -0.047465, -3.409823], [2.323055, 0.391725, -4.714041], [3.721944, -1.547889, -3.933837], [2.010285, -1.945978, -4.008313], [2.937649, -2.845171, -1.916625], [3.585053, -1.261121, -1.470343], [1.488393, -1.644285, -0.242671], [0.613084, -1.976607, -1.733977], [-0.325317, 2.886838, -1.583637], [-2.288604, 2.792841, 0.035326], [-1.168805, 2.858857, 1.372273], [-1.507513, 4.961697, -0.841182], [-2.086274, 5.133478, 0.823408], [0.229586, 5.194269, 1.666519], [0.066430, 6.379641, 0.374708], [2.187787, 5.012502, 0.182235], [1.136524, 4.896329, -1.238017], [2.009754, 2.689298, -0.661783], [1.369184, 2.777778, 0.964654], [-0.030937, -0.039866, 2.119986], [2.377220, 0.602151, 1.562046], [-2.424502, 0.781861, 2.274503], [-0.541698, -2.001617, 1.383623], [-1.622301, -2.152860, 1.577530], [0.236203, -3.171240, 1.621946], [1.671420, -3.124589, 1.764636], [2.401443, -4.313565, 1.811082], [1.735974, -5.558818, 1.782535], [0.323781, -5.622757, 1.740369], [-0.419211, -4.450166, 1.696634], [2.165822, -2.141915, 1.826781], [3.498845, -4.280670, 1.864140], [-0.189257, -6.594950, 1.730574], [-1.516448, -4.467754, 1.702354], [2.312724, -6.490028, 1.787030], [0.722998, 0.708618, 6.355804], [1.357500, -0.524352, 6.266455], [1.177339, -0.946576, 4.982589], [0.440061, 0.017844, 4.309954], [0.178033, 1.015921, 5.159248], [0.692522, 1.298606, 7.166343], [1.867766, -0.986805, 7.076296], [1.526225, -1.862141, 4.513991], [-0.389405, 1.930377, 4.969851]],
  "forces_ev_per_a": [[-0.06, 0.05, 0.50], [0.39, 0.45, 0.35], [-0.12, -0.15, -0.01], [0.09, 0.05, -0.01], [-0.02, 0.01, 0.02], [0.14, 0.16, -0.05], [-0.20, -0.08, -0.14], [-0.34, 0.35, 0.18], [0.31, -0.11, -0.15], [-0.17, 0.04, -0.03], [0.02, -0.02, 0.00], [-0.18, 0.12, 0.03], [0.05, -0.06, 0.11], [-0.06, -0.27, -0.88], [0.10, 0.11, -0.05], [0.05, -0.15, -0.02], [0.00, -0.04, -0.02], [-0.07, -0.19, -0.10], [-0.08, 0.15, 0.14], [0.10, -0.02, -0.38], [-0.18, 0.06, 0.11], [-0.02, -0.25, -0.08], [-0.09, -0.03, 0.03], [0.07, -0.04, -0.09], [0.03, 0.01, -0.01], [0.00, 0.01, 0.04], [0.06, -0.03, -0.10], [-0.03, 0.05, 0.05], [0.02, 0.17, -0.29], [-0.15, 0.06, 0.13], [-0.29, -0.01, -0.26], [-0.08, -0.06, -0.05], [0.04, -0.23, 0.01], [0.21, 0.12, 0.03], [0.12, -0.04, -0.01], [-0.03, 0.00, -0.02], [0.02, 0.04, 0.02], [-0.01, 0.17, 0.00], [-0.10, -0.07, -0.09], [-0.05, 0.02, -0.34], [0.25, 0.07, 0.10], [0.01, 0.15, 0.23], [0.27, 0.05, 0.06], [0.00, 0.22, -0.30], [-0.02, 0.07, 0.11], [0.08, 0.03, -0.07], [-0.02, -0.05, -0.06], [0.01, 0.02, 0.08], [-0.11, 0.04, -0.04], [0.05, 0.12, 0.07], [-0.23, 0.09, 0.12], [-0.06, 0.26, -0.32], [-0.36, -1.97, -1.92], [0.94, 0.13, 0.63], [-0.70, 0.49, 0.70], [-0.17, -0.69, 0.85], [0.41, 0.10, -0.11], [-0.34, 0.77, 0.36], [-0.13, -0.70, 0.01], [-0.60, 0.00, 0.00], [0.19, -0.33, -0.09], [0.27, 0.54, -0.06], [0.58, -0.29, -0.14], [-0.18, -0.55, -0.12], [-0.46, -0.04, 0.03], [0.28, 0.38, 0.09], [0.45, -0.03, -0.08], [-0.15, 0.34, 0.04], [0.15, -0.17, 0.11], [-0.45, 0.45, -0.74], [-0.33, 0.68, 0.12], [0.11, 1.12, 1.73], [0.54, -1.33, -0.34], [-0.01, -0.01, 0.10], [0.17, -0.06, 0.44], [-0.21, 0.30, -0.08], [0.26, -0.56, -0.09]]
}



| no. | F_max (Eh/bohr) |
| --- | --- |
| 1 | 0.0267 |
| 2 | 0.0790 |
| 3 | 0.0127 |
| 4 | 0.0539 |